The following is a DFT calculation (the ωB97M-V functional and the def2-TZVPD basis) of the molecule C4H10O2.

```
16
Properties=species:S:1:pos:R:3:forces:R:3
C 2.82999 0.10856 0.31172 0.27 -0.02 0.18
O 1.72568 0.37461 -0.51299 -0.04 0.02 -0.03
C 0.65166 -0.52022 -0.32058 -0.21 -0.13 0.04
C -0.62888 0.29367 -0.31664 0.22 0.13 -0.04
O -1.70789 -0.58661 -0.13553 0.06 -0.07 -0.02
C -2.93183 0.08975 -0.02517 -0.30 0.10 0.04
H 3.59288 0.85833 0.08940 -0.09 -0.12 0.02
H 2.55940 0.18344 1.37578 0.04 -0.01 -0.12
H 3.25012 -0.89207 0.13448 -0.05 0.11 -0.03
H 0.62706 -1.27756 -1.11683 0.01 0.12 0.07
H 0.73316 -1.05334 0.63726 0.04 0.11 -0.09
H -0.57262 1.03331 0.49969 -0.07 -0.10 -0.10
H -0.72297 0.85119 -1.26274 -0.01 -0.08 0.11
H -2.94702 0.74871 0.85716 0.01 -0.09 -0.12
H -3.14033 0.70039 -0.91757 0.04 -0.10 0.11
H -3.71346 -0.66586 0.08126 0.08 0.13 -0.02
```
Forces are in eV/Å.

The HOMO-LUMO gap is 10.925 eV. Its structure (SMILES) is COCCOC.

Here is what natural (NBO) gives for the atomic charges, in e: atom 1 (C): -0.2420, atom 2 (O): -0.5431, atom 3 (C): -0.0744, atom 4 (C): -0.0732, atom 5 (O): -0.5382, atom 6 (C): -0.2442, atom 7 (H): 0.1929, atom 8 (H): 0.1627, atom 9 (H): 0.1646, atom 10 (H): 0.1752, atom 11 (H): 0.1699, atom 12 (H): 0.1616, atom 13 (H): 0.1669, atom 14 (H): 0.1635, atom 15 (H): 0.1645, atom 16 (H): 0.1933